#a
This record from OMol25 describes the ion C3H6NOS with charge +1. The level of theory is ωB97M-V with the def2-TZVPD basis set.

Last column: natural (NBO) charge in e.
CARTESIAN COORDINATES (ANGSTROEM)
1 C -0.52 1.14 -0.99  0.202
2 C 1.19 0.35 0.60  -0.509
3 C -0.80 -1.18 0.09  -0.470
4 N -0.15 0.09 0.04  -0.022
5 O -1.07 1.15 0.21  -0.245
6 S -0.51 1.61 -2.43  0.407
7 H 1.33 1.12 1.40  0.287
8 H 1.74 -0.47 1.14  0.285
9 H 1.85 0.82 -0.18  0.257
10 H -1.08 -1.54 1.19  0.277
11 H -1.70 -1.13 -0.52  0.256
12 H -0.28 -1.95 -0.54  0.275

Summary:
Charge: +1
HOMO-LUMO gap, eV: 10.049
SMILES: C[N+]1(C)OC1=S

---

#b
This record from OMol25 describes the ion C3H6NOS with charge +1. The level of theory is ωB97M-V with the def2-TZVPD basis set.

Last column: natural (NBO) charge in e.
CARTESIAN COORDINATES (ANGSTROEM)
1 C -1.52 0.57 -0.85  0.456
2 C 0.40 -0.25 -1.12  -0.402
3 C -0.10 -0.22 1.34  -0.357
4 N 0.95 0.11 0.34  -0.559
5 O -2.16 0.73 -1.77  -0.404
6 S -1.59 0.72 0.88  0.338
7 H 0.12 -1.32 -1.33  0.245
8 H 0.99 0.12 -1.96  0.247
9 H -0.40 -1.25 1.20  0.254
10 H 0.19 0.09 2.34  0.271
11 H 1.83 -0.43 0.51  0.451
12 H 1.29 1.13 0.43  0.459

Summary:
Charge: +1
HOMO-LUMO gap, eV: 9.903

---

It is #b that is the most stable of them.

---

#a
This record from OMol25 describes an isolated molecule of C2HN3OS. The level of theory is ωB97M-V with the def2-TZVPD basis set.

Last column: natural (NBO) charge in e.
CARTESIAN COORDINATES (ANGSTROEM)
1 C -0.86 -0.33 -0.16  -0.085
2 C -0.09 0.81 -0.03  -0.010
3 H -0.48 1.78 0.46  0.241
4 N 1.13 0.96 -0.15  -0.050
5 N 1.12 -1.38 0.10  0.204
6 N -0.18 -1.44 -0.15  -0.207
7 O 1.85 -0.20 -0.05  -0.155
8 S -2.50 -0.20 -0.03  0.063

Summary:
HOMO-LUMO gap, eV: 7.342
SMILES: S=c1cnonn1

---

#b
This record from OMol25 describes an isolated molecule of C2HN3OS. The level of theory is ωB97M-V with the def2-TZVPD basis set.

Last column: natural (NBO) charge in e.
CARTESIAN COORDINATES (ANGSTROEM)
1 C -0.21 0.14 -1.41  -0.078
2 C 0.55 1.18 0.82  -0.092
3 N 0.06 -0.03 -2.53  -0.188
4 N 1.51 1.74 0.99  -0.113
5 N 0.35 -1.26 0.88  -0.978
6 O -1.93 0.36 0.53  -0.822
7 S -0.53 0.02 0.33  1.876
8 H 0.20 -2.15 0.39  0.394

Summary:
HOMO-LUMO gap, eV: 10.077
SMILES: N#CS(=N)(=O)C#N

---

It is #b that is the most stable of them.

---

#a
This record from OMol25 describes a cluster of 4 separate species, H6IO3 in total. The level of theory is ωB97M-V with the def2-TZVPD basis set.

Last column: natural (NBO) charge in e.
CARTESIAN COORDINATES (ANGSTROEM)
1 I -0.33 -0.57 1.44  -0.946
2 O 3.12 -0.78 0.63  -0.945
3 H 3.24 -1.54 0.97  0.434
4 H 2.18 -0.71 0.83  0.486
5 O 0.69 1.49 -1.36  -0.943
6 H -0.08 1.19 -1.70  0.451
7 H 0.53 1.21 -0.49  0.480
8 O -3.42 0.10 -0.29  -0.948
9 H -2.50 0.31 -0.02  0.485
10 H -3.43 -0.70 0.00  0.446

Summary:
Charge: -1
HOMO-LUMO gap, eV: 8.131

---

#b
This record from OMol25 describes a structure of composition H6IO3. The level of theory is ωB97M-V with the def2-TZVPD basis set.

Last column: natural (NBO) charge in e.
CARTESIAN COORDINATES (ANGSTROEM)
1 I 0.35 -1.07 0.95  -0.672
2 O -0.58 0.85 -0.83  -0.957
3 H -0.45 0.26 -1.58  0.419
4 H -0.56 0.27 -0.07  0.424
5 O 1.77 -1.00 -1.40  -0.979
6 H 0.86 -0.83 -1.65  0.447
7 H 1.71 -1.47 -0.57  0.461
8 O -1.06 1.27 1.44  -0.977
9 H -0.56 0.46 1.41  0.391
10 H -1.48 1.27 2.30  0.444

Summary:
Charge: -1
HOMO-LUMO gap, eV: 7.652

---

It is #a that is the most stable of them.

---

#a
This record from OMol25 describes an isolated molecule of C4H9P. The level of theory is ωB97M-V with the def2-TZVPD basis set.

Last column: natural (NBO) charge in e.
CARTESIAN COORDINATES (ANGSTROEM)
1 C 1.05 -0.38 0.87  -0.436
2 C 0.03 -1.27 0.21  -0.430
3 C 0.02 0.25 0.05  -0.272
4 C 0.34 0.74 -1.50  -0.620
5 P -1.35 1.27 0.85  0.338
6 H 0.79 -0.28 1.91  0.204
7 H 2.10 -0.51 0.76  0.228
8 H 0.40 -1.86 -0.58  0.215
9 H -0.77 -1.62 0.86  0.208
10 H 1.27 1.37 -1.55  0.221
11 H -0.42 1.49 -1.73  0.200
12 H 0.09 -0.04 -2.17  0.217
13 H -1.14 0.21 1.75  -0.035
14 H -2.41 0.64 0.27  -0.040

Summary:
HOMO-LUMO gap, eV: 10.460
SMILES: CC1(P)CC1

---

#b
This record from OMol25 describes a cluster of 2 separate species, C4H9P in total. The level of theory is ωB97M-V with the def2-TZVPD basis set.

Last column: natural (NBO) charge in e.
CARTESIAN COORDINATES (ANGSTROEM)
1 C 0.33 -0.62 -0.56  -0.286
2 C -0.83 0.01 -0.57  -0.119
3 C 1.05 -0.97 -1.82  -0.668
4 C -1.20 1.15 1.34  -0.734
5 P -0.14 0.70 2.69  0.338
6 H 0.84 -0.68 0.42  0.215
7 H -1.76 0.21 -1.10  0.214
8 H 2.02 -0.55 -2.16  0.236
9 H 0.50 -0.72 -2.79  0.220
10 H 1.45 -2.03 -1.87  0.218
11 H -2.27 1.02 1.29  0.215
12 H -0.96 2.15 1.02  0.208
13 H 1.00 0.96 1.89  -0.027
14 H -0.02 -0.62 2.23  -0.030

Summary:
HOMO-LUMO gap, eV: 9.173

---

#c
This record from OMol25 describes an isolated molecule of C4H9P. The level of theory is ωB97M-V with the def2-TZVPD basis set.

Last column: natural (NBO) charge in e.
CARTESIAN COORDINATES (ANGSTROEM)
1 C -0.21 -0.13 1.34  -0.617
2 C -0.65 -0.11 0.00  -0.438
3 C -1.90 0.50 -0.35  -0.603
4 C 2.27 -0.31 -0.50  -0.947
5 P 0.95 0.83 0.20  0.598
6 H -0.64 0.73 1.79  0.226
7 H 0.10 -0.96 1.86  0.234
8 H -0.53 -0.91 -0.62  0.223
9 H -2.23 1.49 0.05  0.214
10 H -2.68 -0.19 -0.02  0.207
11 H -2.06 0.52 -1.46  0.210
12 H 2.41 0.18 -1.52  0.230
13 H 1.89 -1.38 -0.70  0.226
14 H 3.27 -0.26 -0.05  0.237

Summary:
HOMO-LUMO gap, eV: 10.011
SMILES: C[C@@H]1CP1C

---

#d
This record from OMol25 describes a cluster of 2 separate species, C4H9P in total. The level of theory is ωB97M-V with the def2-TZVPD basis set.

Last column: natural (NBO) charge in e.
CARTESIAN COORDINATES (ANGSTROEM)
1 C 2.44 0.06 0.19  -0.439
2 C 1.15 0.01 0.20  -0.326
3 C -1.14 1.45 0.16  -0.875
4 C -1.14 -1.56 -0.04  -0.876
5 P -0.41 -0.09 0.96  0.799
6 H 3.15 -0.06 -0.63  0.231
7 H 2.99 0.11 1.14  0.198
8 H 0.83 0.51 -1.65  -0.080
9 H -0.61 2.04 -0.49  0.241
10 H -1.36 2.13 1.02  0.226
11 H -1.95 0.97 -0.26  0.221
12 H -0.73 -2.45 0.46  0.231
13 H -1.06 -1.68 -1.11  0.235
14 H -2.16 -1.46 0.05  0.215

Summary:
HOMO-LUMO gap, eV: 8.207

---

It is #c that is the most stable of them.

---

#a
This record from OMol25 describes a cluster of 2 separate species, CH4NO2S in total. The level of theory is ωB97M-V with the def2-TZVPD basis set.

Last column: natural (NBO) charge in e.
CARTESIAN COORDINATES (ANGSTROEM)
1 C -0.92 -1.63 -0.11  -0.997
2 N 1.83 1.28 -0.03  -0.917
3 O -1.70 0.66 0.72  -0.985
4 O -1.27 0.32 -1.66  -0.967
5 S -0.90 0.01 -0.33  1.918
6 H 0.00 -1.94 -0.54  0.181
7 H -0.78 -1.72 0.98  0.180
8 H 2.08 0.77 0.76  0.291
9 H 1.67 2.25 0.21  0.296

Summary:
Charge: -1
HOMO-LUMO gap (alpha / beta), eV: 6.029 / 8.005

---

#b
This record from OMol25 describes a cluster of 2 separate species, CH4NO2S in total. The level of theory is ωB97M-V with the def2-TZVPD basis set.

Last column: natural (NBO) charge in e.
CARTESIAN COORDINATES (ANGSTROEM)
1 C -1.44 -0.06 0.42  -0.454
2 N -0.57 -0.88 -0.40  -0.760
3 O 2.25 1.52 -0.60  -0.968
4 O 3.38 -0.66 -0.35  -0.964
5 S 2.32 0.23 0.14  1.380
6 H -1.60 0.98 0.41  0.156
7 H -2.48 -0.41 0.27  0.149
8 H -1.34 -0.22 1.48  0.164
9 H -0.54 -0.50 -1.37  0.298

Summary:
Charge: -1
HOMO-LUMO gap (alpha / beta), eV: 5.447 / 8.226

---

It is #b that is the most stable of them.

---

#a
This record from OMol25 describes a cluster of 2 separate species, C14H16 in total. The level of theory is ωB97M-V with the def2-TZVPD basis set.

Last column: natural (NBO) charge in e.
CARTESIAN COORDINATES (ANGSTROEM)
1 C 0.66 -2.78 -0.46  -0.633
2 C 1.62 -0.62 -1.28  -0.233
3 C 1.78 -2.00 -1.10  0.001
4 C 2.62 0.13 -1.88  -0.191
5 C 2.99 -2.58 -1.44  -0.223
6 C 3.81 -0.48 -2.27  -0.231
7 C 3.98 -1.83 -2.04  -0.199
8 H 0.67 -0.17 -1.03  0.215
9 H 2.48 1.19 -2.01  0.208
10 H -0.04 -2.12 0.04  0.217
11 H 0.99 -3.53 0.26  0.217
12 H 3.13 -3.65 -1.30  0.209
13 H 4.62 0.13 -2.66  0.213
14 H 4.93 -2.30 -2.29  0.210
15 H 0.11 -3.32 -1.24  0.220
16 C -4.31 1.41 2.21  -0.631
17 C -0.36 1.84 0.66  -0.231
18 C -0.66 0.78 1.49  -0.210
19 C -1.36 2.68 0.20  -0.204
20 C -1.94 0.62 2.01  -0.208
21 C -2.65 2.50 0.69  -0.205
22 C -2.95 1.49 1.59  -0.022
23 H 0.64 1.91 0.24  0.214
24 H 0.11 0.06 1.71  0.214
25 H -1.15 3.58 -0.38  0.215
26 H -2.21 -0.22 2.64  0.210
27 H -3.46 3.14 0.37  0.206
28 H -4.54 0.40 2.59  0.214
29 H -5.16 1.67 1.57  0.218
30 H -4.34 2.06 3.09  0.221

Summary:
HOMO-LUMO gap, eV: 9.993
SMILES: Cc1ccccc1.Cc1ccccc1

---

#b
This record from OMol25 describes a cluster of 2 separate species, C14H16 in total. The level of theory is ωB97M-V with the def2-TZVPD basis set.

Last column: natural (NBO) charge in e.
CARTESIAN COORDINATES (ANGSTROEM)
1 C 2.19 -2.67 0.37  -0.635
2 C 0.14 -1.55 1.20  -0.197
3 C 0.81 -2.17 0.14  -0.045
4 C -1.17 -1.11 1.02  -0.202
5 C 0.12 -2.35 -1.05  -0.212
6 C -1.87 -1.46 -0.11  -0.211
7 C -1.20 -1.95 -1.23  -0.209
8 H 0.63 -1.30 2.13  0.208
9 H -1.67 -0.64 1.85  0.214
10 H 2.44 -3.53 -0.25  0.218
11 H 2.47 -2.91 1.39  0.221
12 H 0.61 -2.82 -1.90  0.206
13 H -2.93 -1.25 -0.18  0.210
14 H -1.70 -1.95 -2.19  0.216
15 H 3.01 -1.97 0.11  0.218
16 C 2.39 1.48 0.35  -0.636
17 C -1.76 2.37 -0.45  -0.239
18 C -1.17 2.71 0.76  -0.200
19 C -1.00 1.58 -1.31  -0.189
20 C 0.19 2.50 1.02  -0.229
21 C 0.29 1.21 -1.00  -0.218
22 C 0.93 1.72 0.14  -0.001
23 H -2.72 2.72 -0.79  0.217
24 H -1.71 3.33 1.47  0.206
25 H -1.25 1.44 -2.36  0.210
26 H 0.55 2.85 1.98  0.211
27 H 0.82 0.45 -1.56  0.215
28 H 3.04 2.35 0.27  0.223
29 H 2.82 0.83 -0.41  0.214
30 H 2.54 1.05 1.35  0.216

Summary:
HOMO-LUMO gap, eV: 9.602
SMILES: Cc1ccccc1.Cc1ccccc1

---

It is #a that is the most stable of them.